Entry 1:
Entry from OMol25: a structure of composition C55H98ClFeN13O5 at a distorted geometry (ωB97M-V/def2-TZVPD).

Last column: Mulliken spin population.
Atoms and positions in Å:
Fe  20.4821  -6.9189  1.6573  4.31
Cl  19.0576  -3.5996  2.3221  0.05
O  19.9120  -2.4748  1.9883  0.00
O  17.9834  -3.7842  1.3966  -0.01
O  19.8617  -4.7662  2.3131  -0.01
O  18.6314  -3.3245  3.6507  0.00
C  17.7531  -8.2907  4.7705  0.04
C  17.6495  -7.9071  3.2516  -0.02
C  16.7729  -6.6295  3.0564  0.02
O  18.8937  -7.6444  2.6302  0.45
H  16.7552  -8.3763  5.2004  0.00
H  18.3283  -7.5591  5.3381  0.00
H  18.2790  -9.2408  4.8651  0.00
H  17.1512  -8.7252  2.7314  0.04
H  16.7397  -6.2081  2.0518  -0.01
H  17.1843  -5.8450  3.6916  0.00
H  15.7514  -6.8468  3.3683  0.00
C  21.6036  -0.4861  -2.6453  0.00
C  20.6292  -0.4242  -1.4781  0.00
C  19.6127  -1.5203  -1.4126  0.00
C  20.1122  -2.9073  -1.5626  0.00
N  20.5422  -3.9832  -1.6756  0.00
H  22.1093  -1.4356  -2.8204  0.00
H  22.4149  0.2104  -2.4335  0.00
H  21.1153  -0.1130  -3.5455  0.00
H  20.0992  0.5259  -1.5457  0.00
H  21.1951  -0.3969  -0.5469  0.00
H  19.0008  -1.4704  -2.3132  0.00
H  19.0322  -1.5023  -0.4901  0.00
C  18.9177  -0.3083  6.6233  0.00
C  19.3638  1.1825  6.5719  0.00
C  18.6121  2.1081  7.5300  0.00
C  18.4363  1.6582  8.9055  0.00
N  18.3147  1.2640  9.9748  0.00
H  17.9200  -0.4477  6.2072  0.00
H  18.9336  -0.7129  7.6353  0.00
H  19.6663  -0.9265  6.1277  0.00
H  19.3266  1.5811  5.5581  0.00
H  20.4188  1.1276  6.8405  0.00
H  17.6451  2.3533  7.0908  0.00
H  19.1295  3.0671  7.5550  0.00
C  23.0378  -1.0226  6.3112  0.00
C  23.2892  -1.8167  5.1023  0.00
C  22.0722  -2.5845  4.5795  0.00
C  21.8193  -3.7099  5.5529  0.00
N  21.6810  -4.5680  6.3178  0.00
H  22.3532  -0.1781  6.2314  0.00
H  24.0088  -0.6732  6.6622  0.00
H  22.5911  -1.6395  7.0910  0.00
H  24.1514  -2.4376  5.3456  0.00
H  23.5786  -1.1556  4.2853  0.00
H  22.3091  -3.0340  3.6152  0.00
H  21.1530  -2.0063  4.4857  0.00
C  16.5570  1.8133  3.9817  0.00
C  17.0800  0.5723  3.2540  0.00
C  16.0038  -0.5006  2.9735  0.00
C  15.4666  -1.1560  4.2180  0.00
N  15.0448  -1.6226  5.2093  0.00
H  16.0651  1.6144  4.9338  0.00
H  15.7617  2.2538  3.3806  0.00
H  17.3704  2.4913  4.2403  0.00
H  17.9284  0.0881  3.7375  0.00
H  17.5865  0.9377  2.3606  0.00
H  16.3696  -1.2157  2.2366  0.00
H  15.1382  -0.0437  2.4939  0.00
C  16.0005  -4.1542  7.7432  0.00
C  16.6920  -4.7283  6.4621  0.00
C  18.1059  -5.2239  6.7866  0.00
C  18.1575  -6.3723  7.7175  0.00
N  18.2114  -7.2357  8.4825  0.00
H  15.1560  -3.5710  7.3760  0.00
H  16.6497  -3.4790  8.3007  0.00
H  15.6290  -4.9766  8.3545  0.00
H  16.7515  -3.9828  5.6692  0.00
H  16.0630  -5.5313  6.0780  0.00
H  18.6453  -4.4067  7.2655  0.00
H  18.5958  -5.5559  5.8713  0.00
C  19.5228  -12.2955  0.3748  0.00
C  20.8055  -11.9550  -0.4476  0.00
C  21.9212  -11.1547  0.2622  0.00
C  21.4882  -9.8469  0.7187  0.00
N  21.0972  -8.8063  1.0614  0.03
H  18.7774  -12.6952  -0.3128  0.00
H  19.1183  -11.3854  0.8177  0.00
H  19.7325  -13.0779  1.1042  0.00
H  20.4779  -11.2995  -1.2545  0.00
H  21.2329  -12.8894  -0.8113  0.00
H  22.7190  -10.8732  -0.4251  0.00
H  22.3033  -11.7267  1.1077  0.00
C  21.6894  1.0095  3.3615  0.00
C  20.9952  2.2747  2.7959  0.00
C  20.8215  2.2514  1.2643  0.00
C  22.0565  1.9913  0.5043  0.00
N  23.0444  1.7443  -0.0424  0.00
H  21.9042  1.1625  4.4191  0.00
H  22.6194  0.7942  2.8353  0.00
H  21.0904  0.1139  3.1961  0.00
H  21.5949  3.1485  3.0509  0.00
H  20.0327  2.4204  3.2862  0.00
H  20.3334  3.1269  0.8362  0.00
H  20.2556  1.3285  1.1377  0.00
C  11.4339  -3.7281  2.5210  0.00
C  12.8988  -3.6528  2.9400  0.00
C  13.9224  -4.3417  1.9925  0.00
C  13.6450  -5.7476  1.8037  0.00
N  13.4362  -6.8669  1.6600  0.00
H  11.1232  -4.7722  2.4829  0.00
H  11.2763  -3.2662  1.5463  0.00
H  10.7300  -3.3017  3.2356  0.00
H  12.9721  -4.0826  3.9390  0.00
H  13.1075  -2.5863  3.0245  0.00
H  14.9540  -4.0821  2.2302  0.00
H  13.8470  -3.9523  0.9773  0.00
C  23.6051  -2.7224  0.3809  0.00
C  24.2561  -3.5516  -0.7774  0.00
C  24.3194  -5.0522  -0.3748  0.00
C  23.0729  -5.5863  0.2024  -0.01
N  22.1173  -5.9985  0.7105  0.05
H  23.4902  -1.6661  0.1377  0.00
H  24.3193  -2.6101  1.1967  0.00
H  22.6435  -3.1106  0.7166  0.00
H  25.2606  -3.1943  -1.0041  0.00
H  23.6684  -3.4357  -1.6880  0.00
H  25.0256  -5.2646  0.4279  0.00
H  24.6363  -5.6464  -1.2318  0.00
C  12.6034  -1.1288  -0.5284  0.00
C  13.0079  -1.9052  -1.8140  0.00
C  14.4409  -2.5505  -1.7464  0.00
C  15.6224  -1.6551  -1.7075  0.00
N  16.5397  -0.9734  -1.6951  0.00
H  12.4890  -1.8091  0.3156  0.00
H  11.6470  -0.6486  -0.7349  0.00
H  13.3317  -0.3277  -0.4021  0.00
H  13.0225  -1.2241  -2.6648  0.00
H  12.3153  -2.7462  -1.8474  0.00
H  14.6143  -3.1480  -2.6414  0.00
H  14.5617  -3.2532  -0.9220  0.00
C  16.0663  -5.8495  -1.1736  0.00
C  16.9756  -5.3856  -2.3288  0.00
C  18.2944  -6.2492  -2.4859  0.00
C  18.9753  -6.4651  -1.1991  -0.01
N  19.4879  -6.6618  -0.1775  0.03
H  15.0950  -5.3560  -1.1413  0.00
H  16.4781  -5.6827  -0.1783  0.00
H  15.9181  -6.9187  -1.3253  0.00
H  17.2328  -4.3392  -2.1645  0.00
H  16.3855  -5.4587  -3.2424  0.00
H  18.9710  -5.6958  -3.1371  0.00
H  18.0779  -7.2179  -2.9362  0.00
C  26.7323  -5.1363  5.7285  0.00
C  27.2891  -4.4369  4.4834  0.00
C  26.6610  -4.8934  3.1642  0.00
C  25.2185  -4.7922  3.1232  0.00
N  24.0368  -4.7147  3.1763  0.00
H  27.1997  -4.9462  6.6947  0.00
H  26.8451  -6.2144  5.6136  0.00
H  25.6856  -4.9340  5.9558  0.00
H  28.3672  -4.5962  4.4623  0.00
H  27.1732  -3.3545  4.5389  0.00
H  27.0387  -5.8961  2.9643  0.00
H  27.0437  -4.2383  2.3815  0.00
C  21.1607  -8.1450  6.7650  0.00
C  22.5751  -8.4705  6.3303  0.00
C  23.2845  -7.4061  5.4627  0.00
C  22.4930  -7.1351  4.2526  -0.01
N  21.7923  -6.9517  3.3141  0.06
H  21.1181  -7.2096  7.3228  0.00
H  20.7067  -8.8696  7.4410  0.00
H  20.5714  -8.0441  5.8535  0.00
H  22.5889  -9.4596  5.8727  0.00
H  23.1344  -8.7270  7.2300  0.00
H  24.2725  -7.7487  5.1553  0.00
H  23.4064  -6.4849  6.0324  0.00

Results
LUMO (alpha / beta) in eV: -2.141 / -4.203
Kohn-Sham gap (alpha / beta) in eV: 9.697 / 7.296
Calculated total energy in a.u.: -4965.85590
Charge: +1
Multiplicity: 6
Max |F| in eV Å⁻¹: 4.765
Highest occupied orbital energy (alpha / beta) in eV: -11.84 / -11.50

Entry 2:
Entry from OMol25: a cluster of 15 separate species, C56H106N4O33 in total at a distorted geometry (ωB97M-V/def2-TZVPD).

Last column: Mulliken charge in e.
Atoms and positions in Å:
C  -1.1866  0.5007  -0.2030  1.10
C  0.2634  0.3329  0.1448  0.72
O  0.8955  -0.3498  -0.9524  -0.18
C  -0.0616  -0.9690  -1.5934  0.03
O  0.0211  -1.7909  -2.5052  -0.47
O  -1.2882  -0.5538  -1.0895  0.38
H  -1.3243  1.4367  -0.7444  -0.58
H  -1.9813  0.3174  0.5202  -0.28
H  0.4556  -0.2640  1.0364  -0.70
H  0.7586  1.2590  0.4366  -0.19
C  -2.3565  -5.6735  -2.7314  -0.37
C  -1.1899  -4.7527  -2.7418  0.84
O  -0.6178  -4.8988  -3.9960  -0.22
C  -1.5840  -5.3626  -4.8402  0.61
O  -1.5726  -5.3728  -6.0931  -0.60
O  -2.6731  -5.7626  -4.1015  -0.37
H  -3.2535  -5.4060  -2.1730  0.31
H  -2.0703  -6.6565  -2.3574  0.28
H  -0.4675  -5.0728  -1.9910  -0.12
H  -1.5494  -3.7255  -2.6808  -0.31
C  1.7294  0.1186  4.2770  0.67
C  2.2056  1.4649  4.9271  -0.41
O  3.2963  1.0659  5.7347  -0.49
C  3.2590  -0.2677  5.9837  0.43
O  3.8082  -0.9150  6.8875  -0.62
O  2.4669  -0.8679  5.0389  0.37
H  2.0159  -0.0224  3.2348  0.08
H  0.6602  0.1045  4.4886  -0.49
H  1.5221  1.9189  5.6446  0.35
H  2.5092  2.2482  4.2325  0.09
C  1.2324  -3.8853  4.6622  1.32
C  2.3159  -4.3568  5.5992  0.49
O  1.6403  -4.5088  6.7921  -0.37
C  0.3470  -4.6731  6.5144  0.40
O  -0.4445  -4.9657  7.3548  -0.59
O  0.0539  -4.4427  5.2249  -0.37
H  1.4820  -4.3809  3.7240  -0.35
H  1.0001  -2.8232  4.5835  -0.62
H  3.1142  -3.6215  5.7007  -0.27
H  2.8481  -5.2954  5.4448  0.21
C  3.1057  -7.1144  -3.3193  -0.43
C  2.1449  -6.1666  -4.0048  -0.06
O  2.2948  -4.9194  -3.4077  0.04
C  3.4370  -4.9134  -2.6816  0.44
O  3.9102  -3.9714  -2.0354  -0.54
O  3.9422  -6.1441  -2.6869  -0.38
H  3.6222  -7.7687  -4.0216  0.30
H  2.6364  -7.7110  -2.5371  0.29
H  1.0950  -6.4513  -3.9359  0.01
H  2.5046  -6.0130  -5.0223  0.27
C  -0.9523  -1.2963  -6.0123  0.35
C  0.3088  -2.1414  -5.8424  0.66
O  1.1171  -1.7787  -6.9006  -0.37
C  0.6687  -0.6656  -7.5082  0.63
O  1.2903  -0.0585  -8.3578  -0.62
O  -0.4054  -0.2711  -6.8771  -0.37
H  -1.3536  -0.7480  -5.1599  -0.25
H  -1.6921  -1.9239  -6.5092  0.21
H  0.0728  -3.1956  -5.9880  -0.01
H  0.8830  -1.9409  -4.9379  -0.35
C  -1.5226  4.8172  2.7010  -1.00
C  -0.4812  3.8124  2.8024  0.49
N  0.2738  2.9625  2.8504  -0.14
H  -2.2485  4.5867  3.4808  0.41
H  -2.0569  4.7737  1.7519  -0.01
H  -1.0810  5.8066  2.8201  0.39
C  2.6815  2.5383  -4.0173  0.48
C  3.0052  2.2615  -2.5736  0.18
N  3.3822  2.0079  -1.4962  -0.37
H  2.3187  1.6887  -4.5958  -0.24
H  3.5069  2.9592  -4.5914  0.47
H  1.9313  3.3247  -3.9337  -0.55
C  4.1778  2.4560  1.5490  0.60
C  5.2133  1.4589  1.8140  -0.04
N  6.0438  0.7213  2.0086  -0.53
H  4.5382  2.9648  0.6549  -0.09
H  4.0835  3.0765  2.4402  0.53
H  3.2523  2.0255  1.1666  -0.43
C  3.7071  -1.0485  -4.2360  0.28
C  4.3140  -2.0711  -5.1930  0.05
N  4.7746  -2.7817  -5.9582  -0.54
H  2.9138  -0.4833  -4.7252  -0.36
H  4.5391  -0.3696  -4.0491  0.44
H  3.3009  -1.3520  -3.2712  0.16
C  -5.0040  -2.4480  -2.6607  -0.35
O  -4.8190  -3.0096  -1.3878  -0.55
C  -4.0525  -2.2123  -0.4459  -0.18
C  -4.6455  -0.7814  -0.0709  1.21
O  -5.9724  -0.8465  0.3682  -0.62
C  -6.7280  0.3618  0.4382  -0.72
C  -6.1582  1.4585  1.3474  -0.22
O  -4.8263  1.8984  0.8415  0.16
C  -4.4458  3.0800  1.4249  -0.18
H  -5.7719  -3.0065  -3.1959  0.31
H  -4.0774  -2.5942  -3.2156  0.02
H  -5.3212  -1.4136  -2.5281  0.18
H  -2.9925  -2.1550  -0.6931  -0.09
H  -4.0660  -2.8074  0.4673  0.08
H  -4.4808  -0.0799  -0.8888  -0.17
H  -4.1139  -0.3487  0.7766  -0.06
H  -7.6941  0.0437  0.8301  0.41
H  -6.8703  0.6734  -0.5966  0.30
H  -5.9441  1.0174  2.3208  -0.13
H  -6.8266  2.3186  1.3880  0.49
H  -3.7114  3.3936  0.6830  -0.43
H  -4.0719  2.8630  2.4255  0.14
H  -5.1866  3.8795  1.4180  0.38
C  -3.9778  1.9086  -2.8240  -0.27
O  -3.4787  2.6350  -3.9596  -0.56
C  -2.0850  2.3226  -4.2708  1.62
C  -1.5522  3.2718  -5.3883  -1.14
O  -0.1526  3.1911  -5.4058  0.27
C  0.4874  3.7576  -6.5612  -1.05
C  0.5584  5.2643  -6.3434  -0.41
O  1.4479  5.3798  -5.2432  -0.14
C  1.4521  6.6040  -4.5270  -0.70
H  -5.0490  1.8706  -2.6259  0.29
H  -3.4784  2.2940  -1.9352  -0.01
H  -3.5732  0.8991  -2.8978  0.08
H  -1.9835  1.2555  -4.4682  -0.38
H  -1.5179  2.5768  -3.3753  -0.41
H  -1.9347  4.2804  -5.2321  0.05
H  -1.9022  2.8820  -6.3442  0.42
H  0.0533  3.4223  -7.5031  0.49
H  1.5212  3.4179  -6.6244  0.27
H  -0.4402  5.5839  -6.0457  0.25
H  0.8876  5.9863  -7.0906  0.48
H  2.0332  7.3676  -5.0441  0.37
H  1.8224  6.4913  -3.5080  0.07
H  0.4421  7.0058  -4.4461  0.32
C  -2.7709  5.0708  -2.0344  -0.73
O  -1.4881  4.6604  -1.4399  0.08
C  -0.3979  4.9594  -2.1907  -0.13
C  0.8771  4.6019  -1.4016  1.19
O  1.0099  5.5077  -0.3130  -0.60
C  2.0352  5.2308  0.6155  0.36
C  3.4675  5.6246  0.1567  -0.78
O  3.7913  5.1637  -1.1420  -0.08
C  5.1851  5.1718  -1.3562  -0.99
H  -3.6141  4.5780  -1.5503  0.08
H  -2.8528  4.8456  -3.0977  0.17
H  -2.8821  6.1270  -1.7891  0.37
H  -0.3620  6.0275  -2.4051  0.45
H  -0.5183  4.5077  -3.1754  -0.25
H  1.5961  4.6946  -2.2155  -0.22
H  0.8618  3.5866  -1.0053  -0.48
H  1.9057  4.2079  0.9690  -0.45
H  1.8038  5.8763  1.4628  0.43
H  4.0781  5.1661  0.9346  0.43
H  3.5578  6.7080  0.2354  0.35
H  5.4991  4.3214  -1.9616  0.23
H  5.7931  5.1221  -0.4529  0.41
H  5.4598  6.0841  -1.8857  0.29
C  -1.5277  -2.8839  2.6874  0.02
O  -0.2741  -2.6887  2.1080  0.88
C  0.0554  -3.7113  1.0970  -1.19
C  1.5016  -3.5836  0.5588  -0.26
O  2.3463  -3.5805  1.6623  -0.10
C  3.5886  -2.9474  1.4224  -0.45
C  4.4082  -2.9479  2.7328  -0.46
O  4.5566  -4.2686  3.2657  -0.40
C  5.5145  -4.2150  4.3532  -0.85
H  -1.7153  -3.8869  3.0706  0.55
H  -2.3386  -2.6237  2.0071  -0.45
H  -1.5604  -2.2912  3.6016  -0.47
H  -0.6222  -3.7000  0.2433  0.10
H  -0.0843  -4.6656  1.6047  0.72
H  1.6656  -2.7371  -0.1079  0.24
H  1.6695  -4.4773  -0.0423  0.11
H  3.6168  -1.8976  1.1305  0.30
H  4.1667  -3.5158  0.6938  0.28
H  3.9780  -2.2012  3.4003  -0.04
H  5.3501  -2.5556  2.3493  0.70
H  6.4716  -3.7782  4.0680  0.37
H  5.7675  -5.2462  4.5996  0.29
H  5.1147  -3.7905  5.2741  0.30
C  -5.4089  -1.6465  3.7777  -0.68
O  -4.0467  -1.2680  4.1114  -0.10
C  -4.0332  0.0973  4.6169  0.26
C  -2.6550  0.6911  4.9402  -0.41
O  -1.9999  0.4790  6.1894  -0.50
C  -1.6693  -0.8691  6.4665  0.53
C  -0.6804  -0.8444  7.6704  -1.11
O  0.3766  0.1077  7.4342  -0.02
C  1.1915  0.3880  8.5751  -1.05
H  -5.9855  -1.7998  4.6899  0.33
H  -5.4263  -2.5685  3.1967  0.25
H  -5.8444  -0.8371  3.1917  0.15
H  -4.6832  0.2262  5.4823  0.43
H  -4.4189  0.7949  3.8735  -0.31
H  -2.6686  1.7757  4.8334  0.38
H  -2.0044  0.3069  4.1546  -0.02
H  -1.1397  -1.4820  5.7372  -0.61
H  -2.5698  -1.4039  6.7683  0.52
H  -0.2129  -1.8147  7.8381  0.43
H  -1.2917  -0.4541  8.4841  0.50
H  2.0371  -0.2996  8.5915  0.38
H  0.5663  0.3624  9.4676  0.42
H  1.6048  1.3827  8.7420  0.26

Results
LUMO in eV: 0.018
Kohn-Sham gap in eV: 9.748
Calculated total energy in a.u.: -4898.90701
Max |F| in eV Å⁻¹: 4.895
Highest occupied orbital energy in eV: -9.73